19 unconnected molecules or ions with the total composition C76H209N19O19 in a non-equilibrium geometry, computed with ωB97M-V with the def2-TZVPD basis set.

The value obtained for the energy above the lowest of the compared OMol25 structures with the same formula, charge and spin is 243.3 kcal/mol. Its total energy is -149395.45244 eV. For the LUMO energy, the calculation gives 0.3 eV. The value obtained for the orbital gap is 8.9035 eV.

Last columns: bonded neighbours and bond lengths (Å).
Positions of all 323 atoms, in Å:
1 C -16.25 7.06 14.48  C2 1.521, H7 1.090, H8 1.090, H9 1.090
2 C -16.48 5.78 13.69  C1 1.521, C3 1.566, N6 1.448, H10 1.090
3 C -15.16 5.31 12.99  C2 1.566, O4 1.431, H11 1.090, H12 1.090
4 O -14.90 6.20 11.90  C3 1.431, C5 1.464
5 C -13.56 6.09 11.32  O4 1.464, H13 1.090, H14 1.090, H15 1.090
6 N -16.86 4.70 14.58  C2 1.448, H16 1.010, H17 1.010
7 H -15.67 7.81 13.95  C1 1.090
8 H -15.67 6.76 15.36  C1 1.090
9 H -17.14 7.59 14.82  C1 1.090
10 H -17.32 5.83 13.01  C2 1.090
11 H -15.36 4.28 12.67  C3 1.090
12 H -14.40 5.40 13.76  C3 1.090
13 H -13.36 5.02 11.28  C5 1.090
14 H -12.90 6.45 12.11  C5 1.090
15 H -13.31 6.53 10.35  C5 1.090
16 H -16.24 4.71 15.38  N6 1.010
17 H -17.73 5.08 14.91  N6 1.010
18 C -10.69 7.82 10.45  C19 1.511, H24 1.090, H25 1.090, H26 1.090
19 C -11.11 9.27 10.55  C18 1.511, C20 1.446, N23 1.404, H27 1.090
20 C -12.49 9.61 10.83  C19 1.446, O21 1.405, H28 1.090, H29 1.090
21 O -13.35 9.39 9.74  C20 1.405, C22 1.415
22 C -14.73 9.59 9.94  O21 1.415, H30 1.090, H31 1.090, H32 1.090
23 N -10.23 9.86 11.47  C19 1.404, H33 1.010, H34 1.010
24 H -9.68 7.75 10.04  C18 1.090
25 H -11.23 7.19 9.74  C18 1.090
26 H -10.70 7.42 11.46  C18 1.090
27 H -10.92 9.85 9.65  C19 1.090
28 H -12.69 10.57 11.29  C20 1.090
29 H -12.86 8.98 11.64  C20 1.090
30 H -15.25 8.83 10.53  C22 1.090
31 H -15.25 9.68 8.98  C22 1.090
32 H -14.84 10.61 10.32  C22 1.090
33 H -10.33 9.46 12.40  N23 1.010
34 H -10.30 10.86 11.59  N23 1.010
35 C -13.08 17.73 11.63  C36 1.534, H41 1.090, H42 1.090, H43 1.090
36 C -13.09 17.37 13.12  C35 1.534, C37 1.584, N40 1.449, H44 1.090
37 C -12.27 16.08 13.54  C36 1.584, O38 1.443, H45 1.090, H46 1.090
38 O -12.56 14.91 12.76  C37 1.443, C39 1.405
39 C -13.88 14.46 12.58  O38 1.405, H47 1.090, H48 1.090, H49 1.090
40 N -12.63 18.53 13.85  C36 1.449, H50 1.010, H51 1.010
41 H -13.48 16.89 11.07  C35 1.090
42 H -12.09 17.76 11.18  C35 1.090
43 H -13.72 18.58 11.38  C35 1.090
44 H -14.15 17.11 13.23  C36 1.090
45 H -12.44 15.89 14.60  C37 1.090
46 H -11.22 16.29 13.30  C37 1.090
47 H -14.45 14.35 13.50  C39 1.090
48 H -13.77 13.46 12.17  C39 1.090
49 H -14.52 15.15 12.03  C39 1.090
50 H -11.65 18.70 13.98  N40 1.010
51 H -13.05 18.48 14.77  N40 1.010
52 C -24.62 9.88 14.73  C53 1.653, H58 1.090, H59 1.090, H60 1.090
53 C -23.67 11.13 15.28  C52 1.653, C54 1.540, N57 1.443, H61 1.090
54 C -23.32 10.91 16.76  C53 1.540, O55 1.431, H62 1.090, H63 1.090
55 O -24.40 11.08 17.68  C54 1.431, C56 1.448
56 C -24.55 9.95 18.58  O55 1.448, H64 1.090, H65 1.090, H66 1.090
57 N -22.49 11.05 14.46  C53 1.443, H67 1.010, H68 1.010
58 H -25.00 10.11 13.74  C52 1.090
59 H -25.56 9.85 15.28  C52 1.090
60 H -24.20 8.88 14.84  C52 1.090
61 H -24.14 12.11 15.22  C53 1.090
62 H -22.61 11.65 17.13  C54 1.090
63 H -22.82 9.95 16.88  C54 1.090
64 H -25.29 10.05 19.37  C56 1.090
65 H -23.60 9.67 19.04  C56 1.090
66 H -24.75 9.06 17.98  C56 1.090
67 H -22.77 10.97 13.50  N57 1.010
68 H -21.80 11.79 14.54  N57 1.010
69 C -17.43 10.00 12.67  C70 1.545, H75 1.090, H76 1.090, H77 1.090
70 C -16.93 11.39 13.11  C69 1.545, C71 1.556, N74 1.481, H78 1.090
71 C -17.60 12.03 14.35  C70 1.556, O72 1.424, H79 1.090, H80 1.090
72 O -18.94 12.39 14.03  C71 1.424, C73 1.404
73 C -19.69 13.13 14.96  O72 1.404, H81 1.090, H82 1.090, H83 1.090
74 N -15.50 11.20 13.45  C70 1.481, H84 1.010, H85 1.010
75 H -18.51 9.92 12.78  C69 1.090
76 H -17.22 9.23 13.42  C69 1.090
77 H -17.19 9.73 11.64  C69 1.090
78 H -16.99 12.07 12.25  C70 1.090
79 H -16.99 12.89 14.66  C71 1.090
80 H -17.67 11.37 15.21  C71 1.090
81 H -20.52 13.54 14.39  C73 1.090
82 H -19.29 13.89 15.63  C73 1.090
83 H -20.16 12.30 15.49  C73 1.090
84 H -15.16 10.70 12.64  N74 1.010
85 H -15.40 10.50 14.18  N74 1.010
86 C -19.18 10.68 9.11  C87 1.596, H92 1.090, H93 1.090, H94 1.090
87 C -19.22 11.89 10.15  C86 1.596, C88 1.572, N91 1.466, H95 1.090
88 C -18.24 13.04 9.71  C87 1.572, O89 1.456, H96 1.090, H97 1.090
89 O -18.51 14.37 10.23  C88 1.456, C90 1.454
90 C -18.00 14.51 11.58  O89 1.454, H98 1.090, H99 1.090, H100 1.090
91 N -20.56 12.41 9.91  C87 1.466, H101 1.010, H102 1.010
92 H -19.57 9.78 9.60  C86 1.090
93 H -18.22 10.36 8.70  C86 1.090
94 H -19.83 10.84 8.24  C86 1.090
95 H -19.04 11.60 11.19  C87 1.090
96 H -18.45 13.16 8.65  C88 1.090
97 H -17.19 12.74 9.64  C88 1.090
98 H -18.52 14.01 12.39  C90 1.090
99 H -18.06 15.55 11.91  C90 1.090
100 H -16.93 14.30 11.63  C90 1.090
101 H -21.09 12.59 10.75  N91 1.010
102 H -20.33 13.28 9.44  N91 1.010
103 C -7.61 8.70 16.46  C104 1.603, H109 1.090, H110 1.090, H111 1.090
104 C -9.15 8.37 16.14  C103 1.603, C105 1.570, N108 1.449, H112 1.090
105 C -9.38 8.62 14.61  C104 1.570, O106 1.440, H113 1.090, H114 1.090
106 O -10.76 8.46 14.23  C105 1.440, C107 1.433
107 C -11.61 9.54 14.63  O106 1.433, H115 1.090, H116 1.090, H117 1.090
108 N -9.28 6.95 16.40  C104 1.449, H118 1.010, H119 1.010
109 H -6.92 8.16 15.81  C103 1.090
110 H -7.46 8.48 17.52  C103 1.090
111 H -7.47 9.77 16.36  C103 1.090
112 H -9.79 9.06 16.69  C104 1.090
113 H -8.81 8.08 13.85  C105 1.090
114 H -9.01 9.61 14.34  C105 1.090
115 H -12.44 9.63 13.92  C107 1.090
116 H -11.15 10.51 14.49  C107 1.090
117 H -12.02 9.54 15.63  C107 1.090
118 H -9.51 7.07 17.37  N108 1.010
119 H -8.35 6.55 16.45  N108 1.010
120 C -20.14 11.28 23.09  C121 1.513, H126 1.090, H127 1.090, H128 1.090
121 C -20.71 11.93 21.84  C120 1.513, C122 1.508, N125 1.491, H129 1.090
122 C -21.15 10.87 20.86  C121 1.508, O123 1.438, H130 1.090, H131 1.090
123 O -19.92 10.22 20.49  C122 1.438, C124 1.458
124 C -20.02 9.42 19.29  O123 1.458, H132 1.090, H133 1.090, H134 1.090
125 N -21.82 12.74 22.40  C121 1.491, H135 1.010, H136 1.010
126 H -20.92 10.94 23.76  C120 1.090
127 H -19.47 12.00 23.56  C120 1.090
128 H -19.47 10.46 22.81  C120 1.090
129 H -20.04 12.72 21.50  C121 1.090
130 H -21.69 11.43 20.10  C122 1.090
131 H -21.71 10.12 21.41  C122 1.090
132 H -19.04 8.96 19.11  C124 1.090
133 H -20.26 10.11 18.48  C124 1.090
134 H -20.75 8.61 19.25  C124 1.090
135 H -22.40 13.40 21.90  N125 1.010
136 H -21.46 13.34 23.13  N125 1.010
137 C -14.07 13.64 17.37  C138 1.499, H143 1.090, H144 1.090, H145 1.090
138 C -14.37 13.27 18.79  C137 1.499, C139 1.582, N142 1.508, H146 1.090
139 C -15.59 12.27 18.81  C138 1.582, O140 1.435, H147 1.090, H148 1.090
140 O -16.12 12.19 20.14  C139 1.435, C141 1.391
141 C -16.99 11.10 20.24  O140 1.391, H149 1.090, H150 1.090, H151 1.090
142 N -13.09 12.89 19.49  C138 1.508, H152 1.010, H153 1.010
143 H -14.86 14.21 16.88  C137 1.090
144 H -13.75 12.76 16.82  C137 1.090
145 H -13.10 14.14 17.30  C137 1.090
146 H -14.71 14.16 19.33  C138 1.090
147 H -15.21 11.30 18.50  C139 1.090
148 H -16.41 12.49 18.13  C139 1.090
149 H -17.50 11.02 21.20  C141 1.090
150 H -16.59 10.09 20.20  C141 1.090
151 H -17.77 11.23 19.49  C141 1.090
152 H -12.72 12.04 19.08  N142 1.010
153 H -13.40 12.67 20.43  N142 1.010
154 C -18.99 17.99 15.02  C155 1.625, H160 1.090, H161 1.090, H162 1.090
155 C -17.43 18.32 15.32  C154 1.625, C156 1.595, N159 1.413, H163 1.090
156 C -16.51 17.13 14.80  C155 1.595, O157 1.433, H164 1.090, H165 1.090
157 O -16.89 15.92 15.47  C156 1.433, C158 1.410
158 C -16.76 15.89 16.87  O157 1.410, H166 1.090, H167 1.090, H168 1.090
159 N -17.14 19.57 14.73  C155 1.413, H169 1.010, H170 1.010
160 H -19.25 17.79 13.98  C154 1.090
161 H -19.60 18.83 15.36  C154 1.090
162 H -19.41 17.12 15.52  C154 1.090
163 H -17.28 18.61 16.36  C155 1.090
164 H -15.46 17.35 15.02  C156 1.090
165 H -16.54 17.02 13.72  C156 1.090
166 H -16.79 14.86 17.22  C158 1.090
167 H -17.46 16.49 17.45  C158 1.090
168 H -15.85 16.34 17.26  C158 1.090
169 H -17.02 19.61 13.72  N159 1.010
170 H -17.73 20.36 14.94  N159 1.010
171 C -10.49 13.41 9.08  C172 1.550, H177 1.090, H178 1.090, H179 1.090
172 C -9.58 13.38 10.34  C171 1.550, C173 1.563, N176 1.442, H180 1.090
173 C -8.84 14.76 10.48  C172 1.563, O174 1.420, H181 1.090, H182 1.090
174 O -9.82 15.78 10.35  C173 1.420, C175 1.457
175 C -9.04 17.02 10.34  O174 1.457, H183 1.090, H184 1.090, H185 1.090
176 N -10.37 13.12 11.52  C172 1.442, H186 1.010, H187 1.010
177 H -10.83 12.39 8.92  C171 1.090
178 H -10.18 13.78 8.11  C171 1.090
179 H -11.40 13.98 9.28  C171 1.090
180 H -8.78 12.66 10.20  C172 1.090
181 H -8.10 14.71 9.68  C173 1.090
182 H -8.25 14.77 11.40  C173 1.090
183 H -8.19 16.97 9.66  C175 1.090
184 H -8.66 17.30 11.32  C175 1.090
185 H -9.62 17.92 10.13  C175 1.090
186 H -10.48 14.05 11.90  N176 1.010
187 H -11.27 12.94 11.10  N176 1.010
188 C -19.09 6.40 4.58  C189 1.542, H194 1.090, H195 1.090, H196 1.090
189 C -19.44 5.74 5.93  C188 1.542, C190 1.576, N193 1.466, H197 1.090
190 C -19.49 6.80 7.09  C189 1.576, O191 1.429, H198 1.090, H199 1.090
191 O -18.33 7.63 7.20  C190 1.429, C192 1.427
192 C -17.30 6.95 7.92  O191 1.427, H200 1.090, H201 1.090, H202 1.090
193 N -20.78 5.15 5.78  C189 1.466, H203 1.010, H204 1.010
194 H -19.17 5.73 3.72  C188 1.090
195 H -18.08 6.81 4.55  C188 1.090
196 H -19.79 7.20 4.34  C188 1.090
197 H -18.78 4.92 6.19  C189 1.090
198 H -19.83 6.23 7.95  C190 1.090
199 H -20.29 7.52 6.95  C190 1.090
200 H -17.65 6.76 8.93  C192 1.090
201 H -16.53 7.71 8.03  C192 1.090
202 H -16.78 6.09 7.48  C192 1.090
203 H -21.27 5.27 6.65  N193 1.010
204 H -21.35 5.67 5.14  N193 1.010
205 C -19.20 6.90 11.26  C206 1.520, H211 1.090, H212 1.090, H213 1.090
206 C -20.23 6.58 12.34  C205 1.520, C207 1.532, N210 1.428, H214 1.090
207 C -20.58 7.88 13.08  C206 1.532, O208 1.438, H215 1.090, H216 1.090
208 O -19.55 8.04 14.06  C207 1.438, C209 1.438
209 C -19.88 8.82 15.23  O208 1.438, H217 1.090, H218 1.090, H219 1.090
210 N -21.36 5.97 11.71  C206 1.428, H220 1.010, H221 1.010
211 H -18.31 7.39 11.65  C205 1.090
212 H -19.65 7.58 10.54  C205 1.090
213 H -18.97 5.95 10.78  C205 1.090
214 H -19.89 5.86 13.07  C206 1.090
215 H -21.54 7.86 13.60  C207 1.090
216 H -20.72 8.74 12.41  C207 1.090
217 H -19.86 9.90 15.05  C209 1.090
218 H -19.15 8.64 16.02  C209 1.090
219 H -20.87 8.66 15.64  C209 1.090
220 H -21.02 5.17 11.19  N210 1.010
221 H -21.87 5.55 12.47  N210 1.010
222 C -21.18 16.15 12.25  C223 1.542, H228 1.090, H229 1.090, H230 1.090
223 C -22.68 16.46 12.47  C222 1.542, C224 1.597, N227 1.393, H231 1.090
224 C -23.61 16.92 11.26  C223 1.597, O225 1.436, H232 1.090, H233 1.090
225 O -25.00 16.88 11.60  C224 1.436, C226 1.408
226 C -25.47 17.94 12.41  O225 1.408, H234 1.090, H235 1.090, H236 1.090
227 N -23.18 15.29 13.03  C223 1.393, H237 1.010, H238 1.010
228 H -21.10 15.68 11.27  C222 1.090
229 H -20.87 15.44 13.02  C222 1.090
230 H -20.51 17.00 12.29  C222 1.090
231 H -22.78 17.11 13.34  C223 1.090
232 H -23.33 16.26 10.44  C224 1.090
233 H -23.54 17.95 10.91  C224 1.090
234 H -26.52 17.67 12.49  C226 1.090
235 H -25.29 18.99 12.19  C226 1.090
236 H -25.05 17.89 13.41  C226 1.090
237 H -23.36 14.57 12.34  N227 1.010
238 H -24.08 15.45 13.46  N227 1.010
239 C -24.60 19.66 19.77  C240 1.511, H245 1.090, H246 1.090, H247 1.090
240 C -25.00 18.63 18.73  C239 1.511, C241 1.524, N244 1.444, H248 1.090
241 C -24.17 17.35 18.74  C240 1.524, O242 1.454, H249 1.090, H250 1.090
242 O -22.83 17.74 18.33  C241 1.454, C243 1.486
243 C -22.41 17.49 16.93  O242 1.486, H251 1.090, H252 1.090, H253 1.090
244 N -26.39 18.32 18.99  C240 1.444, H254 1.010, H255 1.010
245 H -25.37 20.37 20.07  C239 1.090
246 H -23.78 20.27 19.38  C239 1.090
247 H -24.28 19.10 20.64  C239 1.090
248 H -25.17 18.95 17.70  C240 1.090
249 H -24.51 16.60 18.04  C241 1.090
250 H -24.20 16.95 19.75  C241 1.090
251 H -21.34 17.59 16.73  C243 1.090
252 H -22.76 18.39 16.42  C243 1.090
253 H -22.76 16.56 16.49  C243 1.090
254 H -26.88 19.17 18.74  N244 1.010
255 H -26.30 18.23 19.99  N244 1.010
256 C -27.44 12.52 20.51  C257 1.586, H262 1.090, H263 1.090, H264 1.090
257 C -26.26 13.57 20.58  C256 1.586, C258 1.577, N261 1.471, H265 1.090
258 C -25.21 13.45 19.41  C257 1.577, O259 1.426, H266 1.090, H267 1.090
259 O -24.20 14.38 19.80  C258 1.426, C260 1.377
260 C -23.04 14.28 19.07  O259 1.377, H268 1.090, H269 1.090, H270 1.090
261 N -26.88 14.89 20.39  C257 1.471, H271 1.010, H272 1.010
262 H -28.11 12.79 21.33  C256 1.090
263 H -27.14 11.48 20.64  C256 1.090
264 H -28.06 12.76 19.64  C256 1.090
265 H -25.62 13.61 21.47  C257 1.090
266 H -25.74 13.52 18.46  C258 1.090
267 H -24.85 12.43 19.47  C258 1.090
268 H -22.63 13.28 19.19  C260 1.090
269 H -22.23 14.97 19.30  C260 1.090
270 H -23.24 14.33 18.00  C260 1.090
271 H -27.56 14.86 19.65  N261 1.010
272 H -26.24 15.57 19.99  N261 1.010
273 C -22.51 8.98 9.30  C274 1.538, H279 1.090, H280 1.090, H281 1.090
274 C -23.24 9.64 10.48  C273 1.538, C275 1.522, N278 1.482, H282 1.090
275 C -24.48 10.46 10.15  C274 1.522, O276 1.424, H283 1.090, H284 1.090
276 O -25.48 9.58 9.64  C275 1.424, C277 1.383
277 C -26.62 10.33 9.48  O276 1.383, H285 1.090, H286 1.090, H287 1.090
278 N -23.67 8.52 11.35  C274 1.482, H288 1.010, H289 1.010
279 H -21.99 9.74 8.72  C273 1.090
280 H -23.21 8.45 8.65  C273 1.090
281 H -21.70 8.34 9.63  C273 1.090
282 H -22.56 10.24 11.08  C274 1.090
283 H -24.30 11.21 9.37  C275 1.090
284 H -24.76 11.16 10.94  C275 1.090
285 H -26.43 11.28 8.97  C277 1.090
286 H -26.99 10.71 10.44  C277 1.090
287 H -27.47 9.88 8.96  C277 1.090
288 H -23.08 7.71 11.25  N278 1.010
289 H -24.56 8.31 10.90  N278 1.010
290 C -30.76 12.70 12.91  C291 1.514, H296 1.090, H297 1.090, H298 1.090
291 C -29.35 13.00 12.46  C290 1.514, C292 1.563, N295 1.406, H299 1.090
292 C -28.30 11.93 12.92  C291 1.563, O293 1.463, H300 1.090, H301 1.090
293 O -26.92 12.00 12.44  C292 1.463, C294 1.391
294 C -26.19 12.99 13.10  O293 1.391, H302 1.090, H303 1.090, H304 1.090
295 N -29.28 13.18 11.07  C291 1.406, H305 1.010, H306 1.010
296 H -31.20 11.93 12.28  C290 1.090
297 H -31.43 13.56 12.91  C290 1.090
298 H -30.67 12.37 13.95  C290 1.090
299 H -29.17 14.01 12.82  C291 1.090
300 H -28.67 11.01 12.45  C292 1.090
301 H -28.21 11.83 14.00  C292 1.090
302 H -26.53 13.95 12.72  C294 1.090
303 H -25.12 13.07 12.93  C294 1.090
304 H -26.34 13.01 14.18  C294 1.090
305 H -28.33 12.98 10.81  N295 1.010
306 H -29.77 14.03 10.83  N295 1.010
307 C -15.85 19.63 5.33  C308 1.568, H313 1.090, H314 1.090, H315 1.090
308 C -16.18 19.47 6.85  C307 1.568, C309 1.479, N312 1.450, H316 1.090
309 C -15.98 18.09 7.33  C308 1.479, O310 1.414, H317 1.090, H318 1.090
310 O -16.47 17.92 8.65  C309 1.414, C311 1.445
311 C -16.45 16.52 9.02  O310 1.445, H319 1.090, H320 1.090, H321 1.090
312 N -15.40 20.41 7.64  C308 1.450, H322 1.010, H323 1.010
313 H -15.79 20.68 5.03  C307 1.090
314 H -16.63 19.22 4.68  C307 1.090
315 H -14.96 19.06 5.07  C307 1.090
316 H -17.21 19.79 7.05  C308 1.090
317 H -14.93 17.81 7.34  C309 1.090
318 H -16.59 17.46 6.67  C309 1.090
319 H -15.57 16.03 8.60  C311 1.090
320 H -17.33 16.09 8.55  C311 1.090
321 H -16.66 16.30 10.07  C311 1.090
322 H -14.40 20.41 7.51  N312 1.010
323 H -15.57 20.06 8.57  N312 1.010

Mulliken population analysis, charges in e, atoms 1 to 99:
1. C -0.927
2. C 2.018
3. C -1.271
4. O -0.055
5. C -0.795
6. N -0.860
7. H 0.002
8. H 0.547
9. H 0.029
10. H -0.975
11. H 0.329
12. H 0.369
13. H 0.487
14. H 0.169
15. H 0.169
16. H 0.323
17. H 0.314
18. C -1.613
19. C 0.413
20. C 0.939
21. O -0.577
22. C -0.310
23. N -0.591
24. H 0.379
25. H 0.344
26. H 0.283
27. H 0.361
28. H -0.189
29. H -0.205
30. H 0.090
31. H 0.275
32. H 0.179
33. H 0.033
34. H 0.292
35. C -1.173
36. C 1.963
37. C -0.675
38. O -0.067
39. C -0.038
40. N -0.662
41. H 0.126
42. H 0.021
43. H 0.450
44. H -0.787
45. H 0.043
46. H 0.166
47. H 0.230
48. H -0.063
49. H 0.016
50. H 0.248
51. H 0.292
52. C -1.380
53. C 0.646
54. C -0.731
55. O 0.015
56. C -0.871
57. N 0.986
58. H 0.241
59. H 0.420
60. H 0.286
61. H 0.030
62. H 0.072
63. H 0.418
64. H 0.182
65. H 0.237
66. H 0.457
67. H -0.323
68. H -0.605
69. C 0.393
70. C 2.567
71. C -1.240
72. O 1.186
73. C -1.306
74. N -0.409
75. H -0.685
76. H -0.727
77. H 0.569
78. H -1.137
79. H -0.058
80. H 0.659
81. H 0.247
82. H -0.218
83. H 0.489
84. H -0.416
85. H 0.328
86. C -1.617
87. C 2.690
88. C -1.713
89. O -0.512
90. C -0.724
91. N -0.410
92. H -0.136
93. H 0.412
94. H 0.516
95. H -1.219
96. H 0.701
97. H 0.371
98. H 0.008
99. H 0.288